No. 1
The following is a quantum chemistry calculation of C4H7N3O in the gas phase at a distorted geometry, from the Open Molecules 2025 dataset.

## Properties
DFT total energy   -395.930201 a.u.
Net charge   0
Strongest force on any atom   6.87 eV Å⁻¹
Energy above the lowest of the compared OMol25 structures with the same formula, charge and spin   572.9 kJ/mol
HOMO energy   -9.20 eV
Structure (SMILES)   C1=N\C=N/OCCN/1
Gap between HOMO and LUMO   9.63 eV

XYZ file:
```
15
Properties=species:S:1:pos:R:3:forces:R:3
C 1.5254 -0.2465 0.4422 6.2989 1.9115 -1.9617
N 1.0729 -0.7200 1.4798 -0.7911 -0.4979 2.0050
C -0.1230 -0.5783 2.0378 -2.4528 -1.5829 5.2016
N -1.3390 -0.7643 1.6865 0.7399 0.6905 -1.4595
O -1.3162 -1.0765 0.2840 -0.3434 1.8726 -2.0741
C -1.4586 0.1065 -0.6628 1.8381 0.5445 1.2418
C -0.1193 0.5575 -1.4575 -0.5978 1.2926 2.5045
N 1.1816 0.4176 -0.6788 0.2815 0.6934 -3.7281
H 2.7686 -0.1185 0.5727 -2.8496 -0.8018 -1.1221
H -0.1469 -0.6282 3.2685 0.4685 0.7462 -2.9882
H -1.5839 1.1560 -0.1191 -1.2883 -2.7487 -0.6275
H -2.1432 -0.3386 -1.4424 0.2168 1.3765 1.0418
H -0.2422 1.7485 -1.6548 0.2697 -3.0534 -0.0772
H -0.0664 -0.0692 -2.3178 0.3635 0.0176 -0.9280
H 1.9902 0.5540 -1.4381 -2.1539 -0.4607 2.9717
```
Forces are in eV/Å.

Löwdin analysis output, partial charges in e: atom 1 (C): -0.30, atom 2 (N): 0.06, atom 3 (C): -0.29, atom 4 (N): 0.04, atom 5 (O): -0.22, atom 6 (C): -0.13, atom 7 (C): -0.16, atom 8 (N): -0.01, atom 9 (H): 0.17, atom 10 (H): 0.16, atom 11 (H): 0.14, atom 12 (H): 0.12, atom 13 (H): 0.15, atom 14 (H): 0.08, atom 15 (H): 0.18

No. 2
The following is a quantum chemistry calculation of a molecular structure, C9H14N3O at a distorted geometry, from the Open Molecules 2025 dataset.

## Properties
DFT total energy   -590.463934 a.u.
Net charge   +1
Strongest force on any atom   5.19 eV Å⁻¹
Energy above the lowest of the compared OMol25 structures with the same formula, charge and spin   232.6 kJ/mol
HOMO energy   -12.91 eV
Gap between HOMO and LUMO   9.82 eV

XYZ file:
```
27
Properties=species:S:1:pos:R:3:forces:R:3
C 0.2253 -2.4070 -2.4993 2.7695 -3.1737 -1.1728
C -1.1276 -2.6562 -2.6044 0.2940 0.5156 -0.1644
C 0.8951 -1.3042 -2.0092 -0.7386 1.3827 -0.5219
C -1.9138 -1.5907 -2.1881 -0.7856 -0.8967 0.9835
C 0.0017 -0.2978 -1.6508 0.1299 -0.9732 0.6542
C 0.5141 1.0554 0.8687 1.8050 -0.2210 -4.5074
C -1.9277 1.2224 1.0187 -3.5558 -0.1575 3.7823
C 2.4303 0.8988 2.6267 -1.2957 -2.0071 3.4347
C 0.2987 1.0203 -1.0239 -0.4660 1.4050 2.6942
N -1.3176 -0.5011 -1.7221 -1.1132 0.8145 0.3436
N -0.5973 1.2352 1.4862 1.7118 -0.4241 2.3124
N 1.7854 1.0092 1.3136 -0.0603 0.3274 -1.7815
O -0.4183 1.3631 2.9179 -1.0835 -1.0343 -0.7314
H 0.8887 -3.2547 -2.8404 -0.7197 0.9517 0.3105
H -1.4480 -3.6130 -3.0359 -0.1741 0.6207 0.3914
H 1.9813 -1.1054 -2.0879 -0.7877 -0.6295 0.2870
H -3.0338 -1.7252 -2.0234 1.5333 0.6644 -0.6305
H -2.1772 1.7131 0.1173 0.3604 0.5514 -0.8836
H -2.4243 0.2091 1.0380 0.9269 0.8056 -0.2238
H -2.4521 1.7908 1.9189 0.6422 -0.8894 -2.1436
H 2.0098 -0.1236 3.1180 1.0044 2.4177 -0.9165
H 2.2720 1.7262 3.4686 0.1501 -1.4698 -2.4604
H 3.5042 0.6869 2.4893 -0.5825 0.4784 -0.1563
H 1.1003 1.7021 -1.3658 -0.2048 -0.8160 0.1186
H -0.6965 1.4808 -1.1814 0.9871 0.4820 0.4853
H 2.4833 0.9104 0.5340 -1.3278 0.2194 1.1130
H -0.8560 0.5552 3.3164 0.5806 1.0560 -0.6166
```
Forces are in eV/Å.

Löwdin analysis output, partial charges in e: atom 1 (C): -0.09, atom 2 (C): -0.04, atom 3 (C): -0.01, atom 4 (C): -0.11, atom 5 (C): -0.33, atom 6 (C): -0.09, atom 7 (C): -0.03, atom 8 (C): -0.08, atom 9 (C): 0.06, atom 10 (N): 0.07, atom 11 (N): -0.14, atom 12 (N): 0.01, atom 13 (O): 0.03, atom 14 (H): 0.13, atom 15 (H): 0.12, atom 16 (H): 0.13, atom 17 (H): 0.14, atom 18 (H): 0.08, atom 19 (H): 0.12, atom 20 (H): 0.15, atom 21 (H): 0.13, atom 22 (H): 0.13, atom 23 (H): 0.08, atom 24 (H): 0.12, atom 25 (H): 0.08, atom 26 (H): 0.16, atom 27 (H): 0.16

No. 3
The following is a quantum chemistry calculation of 2 unconnected molecules or ions with the total composition CHNO3S at a distorted geometry, from the Open Molecules 2025 dataset.

## Properties
DFT total energy   -717.341007 a.u.
Net charge   0
Strongest force on any atom   7.32 eV Å⁻¹
Energy above the lowest of the compared OMol25 structures with the same formula, charge and spin   68.6 kJ/mol
HOMO energy   -10.98 eV
Gap between HOMO and LUMO   9.45 eV

XYZ file:
```
7
Properties=species:S:1:pos:R:3:forces:R:3
C -2.2428 0.7171 0.3203 -6.6864 1.3330 2.6773
N -1.7018 0.0995 -0.5400 0.6007 0.0853 -0.0036
O -3.2241 1.1467 1.0039 5.8964 -1.6577 -2.9485
O 1.6440 -0.2098 0.6947 0.8977 -0.5855 -0.4518
O 3.5506 -0.6165 -0.8327 0.2989 0.2587 -0.6358
S 2.8134 -0.9776 0.3225 -1.2184 0.3065 1.0586
H -0.8393 -0.1594 -0.9687 0.2111 0.2597 0.3037
```
Forces are in eV/Å.

Löwdin analysis output, partial charges in e: atom 1 (C): -0.32, atom 2 (N): 0.22, atom 3 (O): 0.03, atom 4 (O): -0.45, atom 5 (O): -0.42, atom 6 (S): 0.88, atom 7 (H): 0.08

No. 4
The following is a quantum chemistry calculation of 2 unconnected molecules or ions with the total composition C2H3Br2N3 at a distorted geometry, from the Open Molecules 2025 dataset.

## Properties
DFT total energy   -5390.134275 a.u.
Net charge   0
Strongest force on any atom   4.73 eV Å⁻¹
Energy above the lowest of the compared OMol25 structures with the same formula, charge and spin   498.3 kJ/mol
HOMO energy (spin up / spin down)   -9.55 / -9.55 eV
Gap between HOMO and LUMO (spin up / spin down)   8.70 / 8.70 eV

XYZ file:
```
10
Properties=species:S:1:pos:R:3:forces:R:3
C 0.4354 -0.6030 0.7281 2.1010 -3.4724 -2.4245
C 0.1339 0.0180 -0.6602 2.4342 2.2158 -1.3316
N -0.6364 -0.2450 1.5341 -0.6879 2.1721 0.9341
N -1.2694 0.6896 0.9547 -1.5809 -1.5406 1.7201
N -0.9508 0.8369 -0.3137 1.5455 0.0183 -0.0527
Br 2.1323 0.0986 1.3600 0.0561 0.0522 0.4100
Br -0.2390 -1.2318 -2.0383 -0.0777 -0.2872 -0.3763
H 0.6237 -1.7843 0.6376 -0.5964 2.7601 0.3363
H 1.4608 1.0641 -1.3162 -2.8486 -2.4125 1.5541
H -1.6904 1.1568 -0.8859 -0.3453 0.4942 -0.7696
```
Forces are in eV/Å.

Löwdin analysis output, partial charges in e: atom 1 (C): -0.85, atom 2 (C): -0.85, atom 3 (N): -0.03, atom 4 (N): 0.01, atom 5 (N): -0.08, atom 6 (Br): 0.66, atom 7 (Br): 0.69, atom 8 (H): 0.12, atom 9 (H): 0.21, atom 10 (H): 0.12

Please write out number 2 again, unchanged.
The following is a quantum chemistry calculation of a molecular structure, C9H14N3O at a distorted geometry, from the Open Molecules 2025 dataset.

## Properties
DFT total energy   -590.463934 a.u.
Net charge   +1
Strongest force on any atom   5.19 eV Å⁻¹
Energy above the lowest of the compared OMol25 structures with the same formula, charge and spin   232.6 kJ/mol
HOMO energy   -12.91 eV
Gap between HOMO and LUMO   9.82 eV

XYZ file:
```
27
Properties=species:S:1:pos:R:3:forces:R:3
C 0.2253 -2.4070 -2.4993 2.7695 -3.1737 -1.1728
C -1.1276 -2.6562 -2.6044 0.2940 0.5156 -0.1644
C 0.8951 -1.3042 -2.0092 -0.7386 1.3827 -0.5219
C -1.9138 -1.5907 -2.1881 -0.7856 -0.8967 0.9835
C 0.0017 -0.2978 -1.6508 0.1299 -0.9732 0.6542
C 0.5141 1.0554 0.8687 1.8050 -0.2210 -4.5074
C -1.9277 1.2224 1.0187 -3.5558 -0.1575 3.7823
C 2.4303 0.8988 2.6267 -1.2957 -2.0071 3.4347
C 0.2987 1.0203 -1.0239 -0.4660 1.4050 2.6942
N -1.3176 -0.5011 -1.7221 -1.1132 0.8145 0.3436
N -0.5973 1.2352 1.4862 1.7118 -0.4241 2.3124
N 1.7854 1.0092 1.3136 -0.0603 0.3274 -1.7815
O -0.4183 1.3631 2.9179 -1.0835 -1.0343 -0.7314
H 0.8887 -3.2547 -2.8404 -0.7197 0.9517 0.3105
H -1.4480 -3.6130 -3.0359 -0.1741 0.6207 0.3914
H 1.9813 -1.1054 -2.0879 -0.7877 -0.6295 0.2870
H -3.0338 -1.7252 -2.0234 1.5333 0.6644 -0.6305
H -2.1772 1.7131 0.1173 0.3604 0.5514 -0.8836
H -2.4243 0.2091 1.0380 0.9269 0.8056 -0.2238
H -2.4521 1.7908 1.9189 0.6422 -0.8894 -2.1436
H 2.0098 -0.1236 3.1180 1.0044 2.4177 -0.9165
H 2.2720 1.7262 3.4686 0.1501 -1.4698 -2.4604
H 3.5042 0.6869 2.4893 -0.5825 0.4784 -0.1563
H 1.1003 1.7021 -1.3658 -0.2048 -0.8160 0.1186
H -0.6965 1.4808 -1.1814 0.9871 0.4820 0.4853
H 2.4833 0.9104 0.5340 -1.3278 0.2194 1.1130
H -0.8560 0.5552 3.3164 0.5806 1.0560 -0.6166
```
Forces are in eV/Å.

Löwdin analysis output, partial charges in e: atom 1 (C): -0.09, atom 2 (C): -0.04, atom 3 (C): -0.01, atom 4 (C): -0.11, atom 5 (C): -0.33, atom 6 (C): -0.09, atom 7 (C): -0.03, atom 8 (C): -0.08, atom 9 (C): 0.06, atom 10 (N): 0.07, atom 11 (N): -0.14, atom 12 (N): 0.01, atom 13 (O): 0.03, atom 14 (H): 0.13, atom 15 (H): 0.12, atom 16 (H): 0.13, atom 17 (H): 0.14, atom 18 (H): 0.08, atom 19 (H): 0.12, atom 20 (H): 0.15, atom 21 (H): 0.13, atom 22 (H): 0.13, atom 23 (H): 0.08, atom 24 (H): 0.12, atom 25 (H): 0.08, atom 26 (H): 0.16, atom 27 (H): 0.16

DFT total energy of number 2 (C9H14N3O)? -590.463934 a.u.

Number 2 is which compound? C9H14N3O